{"formula": "C72H76N8O34", "method": "ωB97M-V with the def2-TZVPD basis set", "homo_lumo_gap_ev": 8.76, "energy_ha": -5784.7781, "e_above_lowest_kj_mol": 0.0, "homo_ha": -0.3645, "total_charge": 0, "largest_force_ev_per_a": 4.274, "elements": ["C", "C", "C", "O", "C", "O", "O", "H", "H", "H", "H", "H", "H", "C", "C", "C", "O", "C", "O", "O", "H", "H", "H", "H", "H", "H", "C", "C", "C", "O", "C", "O", "O", "H", "H", "H", "H", "H", "H", "C", "C", "C", "O", "C", "O", "O", "H", "H", "H", "H", "H", "H", "C", "C", "C", "O", "C", "O", "O", "H", "H", "H", "H", "H", "H", "C", "C", "C", "O", "C", "O", "O", "H", "H", "H", "H", "H", "H", "C", "C", "C", "C", "C", "C", "N", "O", "O", "H", "H", "H", "H", "H", "C", "C", "C", "C", "C", "C", "N", "O", "O", "H", "H", "H", "H", "H", "C", "C", "C", "C", "C", "C", "N", "O", "O", "H", "H", "H", "H", "H", "C", "C", "C", "C", "C", "C", "N", "O", "O", "H", "H", "H", "H", "H", "C", "C", "C", "C", "C", "C", "N", "O", "O", "H", "H", "H", "H", "H", "C", "C", "C", "C", "C", "C", "N", "O", "O", "H", "H", "H", "H", "H", "C", "C", "C", "C", "C", "C", "N", "O", "O", "H", "H", "H", "H", "H", "C", "C", "C", "C", "C", "C", "N", "O", "O", "H", "H", "H", "H", "H"], "positions_angstrom": [[-3.95444, 1.91016, -6.75109], [-3.63317, 1.12620, -5.44008], [-3.14711, 1.97271, -4.32828], [-4.25632, 2.53086, -3.62434], [-5.29458, 1.64563, -3.81126], [-6.25699, 1.70866, -3.16717], [-4.92285, 0.79520, -4.80824], [-4.64021, 1.37827, -7.44742], [-3.01588, 2.16885, -7.29423], [-4.55022, 2.83248, -6.51298], [-2.95817, 0.29301, -5.60583], [-2.59549, 2.83994, -4.74194], [-2.42658, 1.43917, -3.68992], [4.69688, -4.36632, -2.21388], [4.04847, -4.00509, -0.88030], [4.16345, -5.06329, 0.23107], [4.37324, -4.31126, 1.38677], [4.92307, -3.14796, 1.03228], [5.43097, -2.34794, 1.77408], [4.84216, -2.93287, -0.25718], [4.07045, -5.15655, -2.66111], [5.67029, -4.71469, -1.92743], [4.81425, -3.44339, -2.76862], [3.04573, -3.62426, -0.96233], [5.06074, -5.73515, 0.06909], [3.25879, -5.63341, 0.34127], [-0.20632, -0.90070, 6.12640], [-0.59467, -0.08475, 4.92275], [-0.96815, -0.95556, 3.72521], [-2.39456, -0.87706, 3.65563], [-2.84908, 0.03880, 4.44280], [-3.97859, 0.37003, 4.42498], [-1.88338, 0.54878, 5.24146], [0.77770, -1.29911, 5.97202], [-0.85399, -1.77180, 6.24662], [-0.28125, -0.25673, 6.99759], [0.12222, 0.69291, 4.70622], [-0.69780, -2.00803, 3.80353], [-0.58350, -0.47053, 2.80498], [-0.70550, -1.29381, 0.27760], [0.22054, -0.18542, -0.15740], [1.01750, -0.66138, -1.39856], [0.80017, 0.42775, -2.35678], [-0.17061, 1.23129, -1.90065], [-0.53623, 2.15531, -2.56625], [-0.61903, 0.94034, -0.67999], [-0.24685, -2.11866, 0.81620], [-1.14369, -1.80525, -0.59932], [-1.59232, -0.90342, 0.80508], [0.81803, 0.24079, 0.63909], [0.59481, -1.59265, -1.72222], [2.06602, -0.77134, -1.14678], [-2.70154, 5.10172, 4.09647], [-2.25123, 3.66418, 4.05903], [-2.70942, 2.92091, 2.82487], [-1.60465, 2.03624, 2.58072], [-0.50345, 2.54551, 3.07463], [0.60411, 2.15685, 2.92398], [-0.80231, 3.59722, 3.88229], [-3.77568, 5.12821, 4.17244], [-2.36733, 5.67977, 3.24512], [-2.32255, 5.55649, 4.99734], [-2.47989, 3.08920, 4.93162], [-2.82188, 3.52143, 1.90093], [-3.62447, 2.34113, 3.03747], [-0.11704, 5.49355, -3.67480], [0.34630, 4.95365, -5.00464], [1.67137, 4.13588, -4.94213], [1.29525, 2.85776, -5.42998], [-0.02381, 2.80174, -5.55467], [-0.58553, 1.80745, -5.90159], [-0.60685, 3.99385, -5.41577], [-1.17336, 5.83554, -3.65465], [0.46232, 6.35481, -3.30800], [-0.08101, 4.74590, -2.83266], [0.31572, 5.80346, -5.75009], [2.01911, 4.00944, -3.98045], [2.34243, 4.59299, -5.61771], [-4.58484, -3.21516, 5.53763], [-3.78930, -2.93150, 6.62546], [-3.43521, -3.90200, 7.55168], [-3.85067, -5.18018, 7.34566], [-4.65414, -5.51101, 6.26956], [-5.06782, -4.53641, 5.39904], [-3.41045, -6.27593, 8.22515], [-3.47408, -7.41396, 7.84340], [-2.90915, -6.07768, 9.36108], [-4.95601, -2.48507, 4.87220], [-3.48706, -1.92265, 6.74765], [-2.79799, -3.55919, 8.34623], [-4.90405, -6.55555, 6.06114], [-5.78153, -4.80839, 4.66932], [-4.05709, -0.21580, -0.92935], [-4.21164, -0.20499, 0.46515], [-4.66926, -1.37448, 1.09524], [-4.96999, -2.48614, 0.35094], [-4.89583, -2.51158, -1.05198], [-4.37048, -1.38880, -1.66021], [-5.41513, -3.69431, 1.12928], [-5.73309, -3.55956, 2.27865], [-5.34789, -4.75565, 0.57102], [-3.80705, 0.71409, -1.41595], [-4.03422, 0.62699, 1.16720], [-4.93594, -1.36957, 2.14381], [-5.08487, -3.43453, -1.56585], [-4.26480, -1.32013, -2.75240], [-1.78888, -4.97568, 3.30141], [-0.40010, -4.95263, 2.94393], [0.08490, -4.82552, 1.67074], [-0.83164, -4.74901, 0.66356], [-2.20329, -4.74856, 0.89871], [-2.64339, -4.92345, 2.20389], [-0.31640, -4.50919, -0.71331], [-1.06418, -4.22642, -1.61895], [0.88218, -4.65983, -0.83504], [-2.16241, -5.21195, 4.28614], [0.31426, -5.07733, 3.77863], [1.18302, -4.76219, 1.51742], [-2.94265, -4.62131, 0.03836], [-3.64051, -5.09951, 2.52011], [2.74790, -3.33287, -5.72134], [1.98150, -3.84660, -4.69154], [0.72923, -3.28916, -4.37748], [0.24149, -2.34385, -5.22916], [0.92452, -1.81733, -6.32438], [2.20884, -2.29400, -6.48127], [-1.17815, -1.98388, -5.04504], [-1.54890, -1.89292, -3.83425], [-1.88941, -1.69439, -6.01148], [3.74610, -3.73548, -5.95888], [2.47794, -4.56611, -4.04329], [0.21168, -3.68376, -3.52475], [0.53444, -1.00681, -6.91148], [2.80419, -1.86139, -7.28259], [4.27973, 0.97298, -2.29543], [3.57245, 1.04317, -3.51127], [3.96204, 0.28884, -4.58696], [5.03004, -0.59322, -4.43212], [5.67160, -0.76508, -3.21385], [5.31260, 0.03574, -2.12552], [5.52693, -1.25060, -5.66405], [6.24506, -2.29452, -5.57047], [5.34926, -0.63829, -6.72396], [4.01316, 1.60051, -1.47555], [2.76682, 1.76703, -3.61201], [3.48562, 0.34495, -5.55246], [6.47770, -1.50468, -3.08903], [5.79268, -0.06406, -1.15168], [3.93393, 0.48728, 5.95824], [3.81647, -0.83490, 5.53172], [3.50942, -1.17664, 4.22497], [3.34726, -0.17067, 3.26722], [3.45200, 1.13015, 3.68236], [3.72854, 1.49356, 4.99285], [2.83268, -0.44891, 1.93633], [3.04592, 0.31458, 1.01563], [2.24136, -1.49923, 1.73178], [4.38651, 0.66014, 6.94106], [4.03223, -1.64626, 6.16780], [3.47744, -2.24500, 3.88988], [3.18446, 1.93225, 3.00268], [4.07029, 2.49753, 5.22411], [4.95942, 3.12425, 0.97145], [5.99165, 3.39874, 0.04479], [5.70725, 3.99186, -1.21493], [4.39842, 4.26662, -1.49720], [3.33613, 3.96795, -0.62403], [3.62950, 3.35066, 0.62225], [4.10245, 5.06516, -2.73075], [3.08502, 5.78257, -2.78262], [4.93777, 5.11320, -3.58739], [5.11126, 2.60058, 1.93923], [6.97973, 3.13313, 0.29065], [6.49304, 4.25251, -1.89893], [2.29468, 4.29838, -0.84069], [2.84019, 3.11890, 1.29801], [-3.55958, 5.21729, -0.90152], [-2.51114, 4.30879, -0.97278], [-1.32835, 4.52096, -0.19843], [-1.19223, 5.66843, 0.55882], [-2.31353, 6.53931, 0.75096], [-3.46391, 6.32423, -0.01288], [0.08688, 6.06495, 1.26787], [0.96119, 5.23988, 1.44346], [0.25959, 7.21733, 1.70162], [-4.45882, 5.00352, -1.44443], [-2.66732, 3.39625, -1.47066], [-0.57087, 3.76014, -0.37471], [-2.20616, 7.35784, 1.44546], [-4.37170, 6.94657, 0.07482]], "lowdin_charge": [-0.010, -0.262, -0.159, 0.037, -0.586, 0.185, 0.057, 0.085, 0.086, 0.099, 0.117, 0.125, 0.117, 0.004, -0.263, -0.102, 0.073, -0.615, 0.134, 0.086, 0.094, 0.083, 0.069, 0.122, 0.158, 0.118, -0.004, -0.259, -0.058, 0.081, -0.665, 0.154, 0.074, 0.071, 0.084, 0.097, 0.132, 0.131, 0.114, -0.021, -0.231, -0.032, 0.071, -0.580, 0.126, 0.093, 0.072, 0.086, 0.080, 0.110, 0.103, 0.114, 0.005, -0.276, -0.060, 0.068, -0.611, 0.147, 0.091, 0.094, 0.063, 0.088, 0.143, 0.134, 0.133, -0.035, -0.279, -0.065, 0.079, -0.595, 0.148, 0.079, 0.095, 0.085, 0.078, 0.172, 0.075, 0.129, -0.034, -0.065, -0.002, -0.157, -0.014, -0.055, -0.329, 0.080, 0.043, 0.093, 0.096, 0.123, 0.130, 0.092, -0.036, -0.043, -0.014, -0.138, 0.007, -0.042, -0.360, 0.067, 0.073, 0.097, 0.110, 0.111, 0.117, 0.112, -0.021, -0.067, -0.036, -0.160, 0.021, -0.064, -0.329, 0.088, 0.051, 0.102, 0.116, 0.129, 0.136, 0.082, -0.067, -0.051, 0.002, -0.152, 0.018, -0.080, -0.279, 0.033, 0.080, 0.117, 0.087, 0.085, 0.123, 0.110, -0.047, -0.044, 0.003, -0.153, -0.018, -0.041, -0.301, 0.027, 0.063, 0.069, 0.095, 0.117, 0.126, 0.115, -0.045, -0.079, -0.003, -0.143, -0.033, -0.041, -0.303, 0.081, 0.070, 0.116, 0.095, 0.136, 0.087, 0.114, -0.053, -0.032, -0.003, -0.162, 0.009, -0.071, -0.330, 0.037, 0.095, 0.109, 0.090, 0.119, 0.121, 0.073, -0.044, -0.049, -0.012, -0.126, -0.024, -0.052, -0.312, 0.065, 0.058, 0.106, 0.078, 0.107, 0.109, 0.114]}